# 1
# C40H45AsCl5N2PPtSSeSi

A molecular structure, C40H45AsCl5N2PPtSSeSi (ωB97M-V/def2-TZVPD, the OMol25 dataset).

Atoms and positions in Å:
1 Pt 0.61594 -0.15180 0.05364
2 C 3.92947 -0.50116 0.91325
3 C 3.73503 0.63935 1.89844
4 As 5.05883 0.72095 3.36284
5 C 5.18371 -1.19624 3.73690
6 C 5.94717 -2.09435 2.99465
7 C 5.92909 -3.44902 3.29288
8 C 5.14335 -3.92424 4.33410
9 C 4.38043 -3.03902 5.08007
10 C 4.40717 -1.68242 4.78519
11 C 6.67398 0.93282 2.27788
12 C 6.65893 1.49522 1.00418
13 C 7.84185 1.69651 0.30366
14 C 9.05665 1.34300 0.86998
15 C 9.08486 0.79426 2.14520
16 C 7.90342 0.59732 2.84328
17 P 2.75612 -0.46107 -0.50002
18 C 3.47250 0.81954 -1.59504
19 C 3.34266 2.15560 -1.21036
20 C 3.84294 3.17612 -2.00346
21 C 4.46252 2.87696 -3.20951
22 C 4.57432 1.55529 -3.61368
23 C 4.08289 0.53296 -2.81285
24 C 3.13264 -2.02858 -1.34930
25 C 2.07439 -2.79854 -1.82106
26 C 2.31190 -4.00591 -2.46297
27 C 3.61228 -4.45628 -2.63146
28 C 4.67570 -3.69597 -2.16185
29 C 4.43793 -2.48716 -1.52734
30 H 3.74634 -1.45747 1.40977
31 H 4.95403 -0.52400 0.53451
32 H 2.74306 0.58913 2.35363
33 H 3.79813 1.61494 1.41655
34 H 6.56111 -1.73639 2.17696
35 H 6.52642 -4.13616 2.70680
36 H 5.12843 -4.98179 4.56391
37 H 3.76797 -3.40196 5.89535
38 H 3.81599 -0.99404 5.37920
39 H 5.72492 1.78045 0.53442
40 H 7.80762 2.12976 -0.68818
41 H 9.97798 1.49797 0.32367
42 H 10.02929 0.52149 2.59875
43 H 7.93867 0.16734 3.83852
44 H 2.81198 2.40498 -0.29994
45 H 3.73095 4.20538 -1.68706
46 H 4.84162 3.67278 -3.83759
47 H 5.03918 1.31566 -4.56137
48 H 4.16534 -0.49149 -3.15167
49 H 1.06323 -2.43756 -1.66547
50 H 1.48127 -4.59867 -2.82396
51 H 3.80022 -5.40043 -3.12630
52 H 5.69160 -4.04598 -2.29183
53 H 5.27667 -1.89723 -1.17752
54 C -5.24059 2.91449 -1.93618
55 C -3.82092 2.78809 -2.46668
56 N -3.47632 1.42017 -2.84316
57 C -3.04462 0.45196 -2.01991
58 S -2.86293 0.93278 -0.36720
59 N -2.89810 -0.75126 -2.57135
60 C -2.20233 -1.95811 -2.11146
61 C -3.15080 -2.98130 -1.51861
62 H -5.44942 3.95338 -1.68140
63 H -5.37090 2.31018 -1.03814
64 H -5.96664 2.58969 -2.68207
65 H -3.09630 3.13594 -1.72909
66 H -3.67866 3.39500 -3.36092
67 H -3.48796 1.20757 -3.82883
68 H -3.19157 -0.79493 -3.53676
69 H -1.44063 -1.66892 -1.39530
70 H -1.68680 -2.35382 -2.98761
71 H -3.61885 -2.57907 -0.61844
72 H -2.59663 -3.88005 -1.24534
73 H -3.93315 -3.26036 -2.22689
74 Cl 0.41418 2.98698 1.05446
75 C 0.10936 2.76291 -0.64077
76 C 0.26368 1.48704 -1.17504
77 C 0.07871 1.38158 -2.54795
78 Cl 0.38771 -0.14699 -3.33089
79 C -0.33630 2.44919 -3.34097
80 Cl -0.68394 2.22897 -5.02069
81 C -0.51021 3.70224 -2.76455
82 Cl -1.03892 5.03704 -3.72081
83 C -0.26269 3.86613 -1.40172
84 Cl -0.45442 5.42145 -0.68342
85 C -7.10692 -1.67402 0.27291
86 Si -5.48231 -1.17463 1.08863
87 C -4.93942 -2.49707 2.30777
88 C -5.68496 0.47238 1.96901
89 Se -1.69273 -0.50760 0.86563
90 H -7.90673 -1.73980 1.01790
91 H -7.02099 -2.64772 -0.21180
92 H -7.41301 -0.94740 -0.48121
93 H -5.73747 -2.70701 3.02732
94 H -4.05794 -2.16636 2.85812
95 H -4.68825 -3.43078 1.80238
96 H -6.42024 0.38998 2.77556
97 H -6.02388 1.25028 1.28262
98 H -4.73856 0.79662 2.40510

Summary:
Orbital gap (spin up / spin down)   6.3343 / 7.4297 eV
Energy   -9747.25924 Ha
HOMO energy (spin up / spin down)   -0.2280 / -0.2841 Eh
2S+1   3
ΔE to the lowest compared entry with this formula, charge and spin   2.335 eV

***

# 2
# C40H45BCoN7O2SSi

A molecular structure, C40H45BCoN7O2SSi at a distorted geometry (ωB97M-V/def2-TZVPD, the OMol25 dataset).

Atoms and positions in Å:
1 Co -0.87589 -0.38407 0.24178
2 O 2.48111 -1.12167 4.30338
3 C 3.35431 -0.69887 3.36878
4 C 4.71101 -0.71237 3.67238
5 C 5.65201 -0.28487 2.75118
6 C 5.24821 0.13403 1.49238
7 C 3.90871 0.12633 1.16288
8 C 2.93941 -0.28007 2.08668
9 C 1.53851 -0.31427 1.68978
10 O 1.23021 -0.15827 0.43858
11 N 0.61801 -0.60537 2.59978
12 N -0.61889 -0.64017 2.09888
13 C -1.69239 -0.84417 2.84748
14 C -2.92979 -0.69797 2.20998
15 C -4.16929 -0.87847 2.86938
16 C -5.34289 -0.65147 2.20998
17 C -5.29439 -0.24317 0.86268
18 C -4.05609 -0.11087 0.27008
19 N -2.89989 -0.31757 0.88018
20 H 1.56861 -0.98017 3.92708
21 H 5.01541 -1.05817 4.64918
22 H 6.69981 -0.28137 3.02188
23 H 5.98081 0.46183 0.76858
24 H 3.57801 0.43923 0.18128
25 H -1.60759 -1.05867 3.90628
26 H -4.15019 -1.18717 3.90438
27 H -6.29899 -0.78807 2.70058
28 H -6.19639 -0.03757 0.30338
29 H -3.99829 0.19353 -0.77032
30 C -0.75719 2.42643 0.88298
31 Si -0.14129 2.79363 -0.91782
32 C -1.15339 1.53213 -1.98162
33 N -0.84169 0.10413 -1.89882
34 C 0.48801 -0.11617 -2.49772
35 C 0.64381 -1.52447 -3.05462
36 C -0.27229 -1.70967 -4.27302
37 C -1.52199 -0.83647 -4.11882
38 C -1.85159 -0.67637 -2.63822
39 C 1.72411 2.93403 -1.16162
40 C 2.52801 3.33183 -0.09372
41 C 3.89601 3.45693 -0.23402
42 C 4.49871 3.18623 -1.45182
43 C 3.71381 2.82683 -2.53652
44 C 2.34411 2.71413 -2.39382
45 C -0.92869 4.42573 -1.46112
46 C -2.31679 4.61423 -1.42092
47 C -2.90449 5.76353 -1.90352
48 C -2.11969 6.77513 -2.44182
49 C -0.73839 6.61833 -2.47512
50 C -0.15979 5.46483 -1.99162
51 H -1.01439 1.33423 0.88978
52 H -1.67859 2.98863 1.05798
53 H -1.12059 1.86073 -3.03502
54 H -2.19219 1.66733 -1.66072
55 H 1.24151 0.08773 -1.73842
56 H 0.63371 0.58933 -3.32872
57 H 0.40011 -2.24257 -2.27352
58 H 1.68741 -1.68157 -3.33372
59 H -0.56319 -2.75747 -4.36362
60 H 0.25501 -1.43667 -5.19152
61 H -2.37549 -1.28767 -4.62822
62 H -1.35149 0.14443 -4.56662
63 H -1.92159 -1.67187 -2.19412
64 H -2.82349 -0.19397 -2.51662
65 H 2.08381 3.54753 0.86298
66 H 4.49421 3.75783 0.61358
67 H 5.57221 3.25833 -1.55682
68 H 4.17871 2.62953 -3.49432
69 H 1.74711 2.45643 -3.25642
70 H -2.94329 3.83763 -1.00462
71 H -3.98119 5.87583 -1.87042
72 H -2.57739 7.67093 -2.83662
73 H -0.11769 7.40233 -2.88852
74 H 0.91371 5.34803 -2.02132
75 B 1.70251 3.17813 4.02698
76 C 0.81761 2.84883 2.83168
77 N 0.09741 2.68063 1.93378
78 H 0.93591 3.49643 4.89208
79 H 2.32811 2.20293 4.30688
80 H 2.40891 4.08883 3.70178
81 N 1.36491 -2.97317 0.21888
82 C 0.17501 -3.62847 0.30378
83 S -1.26059 -2.89037 -0.13272
84 N 0.26441 -4.96187 0.59428
85 C -0.75329 -5.90097 0.71098
86 C -0.49619 -7.19857 0.25568
87 C -1.44379 -8.18877 0.39398
88 C -2.66269 -7.90907 0.99528
89 C -2.91929 -6.62347 1.45348
90 C -1.98109 -5.62217 1.31848
91 H 1.28921 -1.95137 0.15008
92 H 2.11301 -3.29187 0.82018
93 H 1.18781 -5.35657 0.45558
94 H 0.45221 -7.41187 -0.22072
95 H -1.23449 -9.18327 0.02598
96 H -3.40669 -8.68337 1.10498
97 H -3.86439 -6.40287 1.92958
98 H -2.18439 -4.62737 1.67908

Summary:
Orbital gap (spin up / spin down)   4.2803 / 5.5307 eV
Energy   -4180.38640 Ha
HOMO energy (spin up / spin down)   -0.0704 / -0.1166 Eh
2S+1   4
ΔE to the lowest compared entry with this formula, charge and spin   1.524 eV
Total charge   -1

***

# 3
# C40H45BrFeN8SSeSi

A molecular structure, C40H45BrFeN8SSeSi at a distorted geometry (ωB97M-V/def2-TZVPD, the OMol25 dataset).

Atoms and positions in Å:
1 Fe 0.48560 0.58911 0.36207
2 C 3.52799 -0.33342 3.49920
3 C 2.25218 -0.47430 2.71379
4 N 2.25902 -0.30027 1.40477
5 N 3.48186 -0.25163 0.81606
6 C 3.51101 -0.06104 -0.45959
7 N 4.73273 0.01486 -1.06936
8 S 2.12349 0.16598 -1.49299
9 C 1.04003 -0.81541 3.38412
10 C 0.84579 -0.42198 4.72263
11 C -0.34551 -0.57334 5.37169
12 C -1.41751 -1.19295 4.66999
13 C -1.21171 -1.63450 3.41133
14 N -0.02947 -1.46939 2.72420
15 H 3.75302 0.72021 3.68369
16 H 4.34295 -0.73553 2.90330
17 H 3.47861 -0.86426 4.44639
18 H 5.51955 -0.31074 -0.52717
19 H 4.74807 -0.20546 -2.05040
20 H 1.67302 0.06804 5.21737
21 H -0.47722 -0.22388 6.38589
22 H -2.37378 -1.35537 5.14587
23 H -1.98053 -2.18313 2.88731
24 C 0.22988 -2.45320 1.66140
25 Si -1.17631 -2.79732 0.40799
26 C -2.01587 -1.13983 -0.06284
27 N -1.27975 -0.19257 -0.93365
28 C -2.07741 1.04820 -1.14471
29 C -3.00922 0.95028 -2.34549
30 C -2.16536 0.87128 -3.62758
31 C -0.82374 0.17341 -3.34846
32 C -0.97618 -0.84401 -2.22917
33 C -2.53906 -3.83498 1.19585
34 C -3.80494 -3.33245 1.50831
35 C -4.77362 -4.13504 2.09186
36 C -4.49291 -5.46315 2.37759
37 C -3.24225 -5.98288 2.07436
38 C -2.28034 -5.17681 1.48685
39 C -0.41207 -3.80683 -0.97621
40 C 0.92899 -4.19429 -0.94503
41 C 1.46084 -5.01530 -1.92894
42 C 0.66070 -5.45905 -2.97029
43 C -0.67502 -5.08047 -3.02047
44 C -1.20411 -4.27191 -2.02961
45 H 1.09811 -2.13507 1.09258
46 H 0.49520 -3.41295 2.12655
47 H -2.24621 -0.62850 0.87849
48 H -2.98214 -1.39107 -0.52854
49 H -1.39817 1.88293 -1.30916
50 H -2.63110 1.25999 -0.22867
51 H -3.66339 1.82203 -2.36564
52 H -3.65079 0.07015 -2.24730
53 H -1.98091 1.87575 -4.01235
54 H -2.71764 0.32522 -4.39366
55 H -0.05337 0.89486 -3.06407
56 H -0.46866 -0.34278 -4.23977
57 H -0.06287 -1.42640 -2.11740
58 H -1.78363 -1.54115 -2.48899
59 H -4.04625 -2.29503 1.30012
60 H -5.74902 -3.72419 2.31940
61 H -5.24701 -6.09208 2.83212
62 H -3.01841 -7.01952 2.29056
63 H -1.30888 -5.59466 1.24063
64 H 1.57799 -3.85360 -0.14606
65 H 2.50028 -5.31284 -1.87862
66 H 1.07057 -6.10324 -3.73693
67 H -1.30491 -5.42554 -3.83039
68 H -2.25597 -4.00581 -2.07216
69 Br -1.85807 4.46373 5.72515
70 C -1.35302 3.36125 4.28043
71 C -2.31213 2.64838 3.57961
72 C -1.88843 1.84957 2.53484
73 N -0.61193 1.71810 2.17521
74 C 0.29720 2.41679 2.86607
75 C -0.02123 3.25369 3.91794
76 H -3.35880 2.71767 3.83680
77 H -2.61802 1.29347 1.95825
78 H 1.32848 2.31232 2.55008
79 H 0.74788 3.80099 4.44315
80 C 0.23907 5.91349 -1.92993
81 N 1.32002 4.98932 -2.19742
82 C 1.54594 3.81797 -1.57042
83 Se 0.66027 3.19486 -0.07398
84 N 2.61970 3.24457 -2.13272
85 C 3.11279 4.04782 -3.14655
86 C 4.21314 3.93471 -3.98178
87 C 4.44686 4.98097 -4.85707
88 C 3.61087 6.09996 -4.90030
89 C 2.51479 6.21617 -4.06349
90 C 2.28521 5.17056 -3.18251
91 H -0.33873 5.54622 -1.08701
92 H -0.40538 5.99466 -2.80522
93 H 0.63900 6.89713 -1.68554
94 H 2.86786 2.27879 -1.92456
95 H 4.86563 3.07318 -3.93927
96 H 5.30281 4.93933 -5.51666
97 H 3.83175 6.89715 -5.59672
98 H 1.87219 7.08606 -4.08908

Summary:
Orbital gap (spin up / spin down)   6.1195 / 7.2382 eV
Energy   -8916.01482 Ha
HOMO energy (spin up / spin down)   -0.3027 / -0.3682 Eh
2S+1   6
ΔE to the lowest compared entry with this formula, charge and spin   0.000 eV
Total charge   +1